Record 1
Here is C22H27N3O5S2W as an isolated structure from OMol25. Energies are from ωB97M-V/def2-TZVPD.

ORCA input file:
```
! RIJCOSX wB97M-V def2-TZVPD def2/J DEFGRID3
* xyz 2 1
W 0.24551 -0.74876 0.28793
O 0.63029 0.39598 2.43286
C 1.58820 -0.14428 3.36295
C 2.76317 -0.59728 2.55254
N 2.38852 -1.57382 1.49834
C 2.01973 -2.88068 2.05277
C 0.57965 -2.85967 2.47593
O 0.05426 -3.49067 3.32013
O -0.12938 -1.96210 1.69600
C 3.44860 -1.67648 0.47914
C 2.81909 -1.41887 -0.85604
O 3.03677 -1.93159 -1.89072
O 1.83472 -0.41069 -0.70085
H -0.21294 0.55298 2.87663
H 1.13784 -0.94258 3.95489
H 1.91011 0.63985 4.04851
H 3.51838 -1.04011 3.20834
H 3.21061 0.26131 2.05600
H 2.64567 -3.17447 2.89610
H 2.11455 -3.63731 1.27045
H 3.93637 -2.64804 0.47727
H 4.20966 -0.91389 0.64406
C 1.74029 2.18460 0.49686
N 0.40977 1.64828 0.06314
C 0.30647 1.96603 -1.40516
C -0.82656 1.21836 -2.01929
N -0.54853 -0.24219 -1.92844
C 0.44308 -0.56630 -3.03274
C -1.72692 -1.03575 -2.27002
C -2.78626 -0.59368 -3.03598
C -3.76401 -1.51529 -3.40567
C -3.66834 -2.84774 -3.02540
C -2.59750 -3.28627 -2.25641
C -1.64012 -2.35682 -1.88644
S -0.33342 -2.77916 -0.79280
C -0.67313 2.38586 0.73324
C -0.57467 3.74798 0.98705
C -1.65485 4.42287 1.53626
C -2.83351 3.74725 1.82763
C -2.93363 2.39025 1.57552
C -1.84434 1.71566 1.02620
S -1.95000 -0.01755 0.82428
H 1.89876 3.15644 0.03337
H 2.52327 1.52384 0.14805
H 1.75957 2.28794 1.57397
H 1.26019 1.71246 -1.85899
H 0.16002 3.04072 -1.51111
H -0.92099 1.49502 -3.07029
H -1.77145 1.43154 -1.52640
H -0.05536 -0.35023 -3.97576
H 0.71610 -1.61207 -2.98599
H 1.33444 0.03660 -2.93031
H -2.86834 0.43448 -3.36057
H -4.60331 -1.18383 -4.00177
H -4.43646 -3.55137 -3.31607
H -2.52777 -4.31655 -1.93227
H 0.32570 4.30051 0.75746
H -1.57170 5.48314 1.73296
H -3.67367 4.27590 2.25733
H -3.84222 1.85023 1.81138
*
```

Calculated values
Energy relative to the best compared isomer or geometry (same formula, charge and spin) ... 82.9 kJ/mol
Total energy ... -61442.6231 eV
Gap between HOMO and LUMO ... 5.799 eV
LUMO energy ... -8.60 eV


Record 2
Here is one molecule with the formula C22H27N5O2S from OMol25. Energies are from ωB97M-V/def2-TZVPD.

ORCA input file:
```
! RIJCOSX wB97M-V def2-TZVPD def2/J DEFGRID3
* xyz 0 1
C -3.94142 -1.89813 -2.78281
C -4.02885 -3.08597 -1.82793
O -2.96621 -3.11304 -0.89653
C -2.93778 -2.20256 0.11788
C -1.75439 -2.16223 0.85538
C -1.60244 -1.25692 1.88490
C -2.62377 -0.37680 2.22019
C -3.81302 -0.45075 1.51024
C -3.97616 -1.34615 0.46974
H -4.91569 -1.35818 -0.05908
H -4.62696 0.21311 1.75870
C -2.42153 0.68521 3.26569
H -1.47224 0.51958 3.78004
H -3.22098 0.65473 4.00828
C -2.41725 2.07594 2.60979
N -1.54459 2.11398 1.45863
C -2.02397 2.16422 0.19754
O -3.19647 2.34052 -0.05907
C -0.97802 1.99881 -0.90384
C 0.20414 2.96452 -0.77363
H 0.72699 2.81859 0.17346
C 1.19898 2.71539 -1.90974
N 1.62881 1.33008 -1.90703
C 2.71677 1.01100 -1.18499
N 3.55645 1.86883 -0.70344
N 4.61368 1.32397 -0.11344
C 4.61902 0.04199 -0.10870
N 5.60003 -0.73013 0.43764
C 6.72887 -0.24117 1.04666
C 7.47668 -1.29815 1.46606
C 6.78404 -2.47992 1.10237
C 5.63799 -2.09983 0.47369
H 4.84583 -2.68421 0.04795
H 7.10305 -3.48620 1.28725
H 8.41731 -1.24742 1.97712
H 6.88407 0.81562 1.11782
S 3.19776 -0.67625 -0.89802
C 0.54234 0.39205 -2.07657
H 0.06763 0.60278 -3.03995
C -0.47684 0.55035 -0.94623
H -0.00080 0.28532 0.00077
H -1.31235 -0.13292 -1.09961
H 0.93876 -0.62484 -2.09948
H 0.72831 2.91464 -2.87674
H 2.08215 3.34369 -1.79644
H -0.14806 3.99560 -0.81193
H -1.49923 2.21048 -1.84415
H -0.57994 1.86962 1.61383
H -3.41329 2.32598 2.24025
H -2.10200 2.83465 3.33316
H -0.67126 -1.23436 2.43470
H -0.96087 -2.84312 0.58985
H -4.99807 -3.10339 -1.31456
H -3.92042 -4.02059 -2.38533
H -2.98948 -1.91768 -3.30847
H -4.74696 -1.95292 -3.50972
H -4.01835 -0.95744 -2.24216
*
```

Calculated values
Energy relative to the best compared isomer or geometry (same formula, charge and spin) ... 143.4 kJ/mol
Total energy ... -45632.8885 eV
Gap between HOMO and LUMO ... 8.440 eV
LUMO energy ... 0.47 eV
SMILES string ... CCOc1ccc(CCNC(=O)C2CCN(c3nnc(-n4cccc4)s3)CC2)cc1


Record 3
Here is C22H28AsBrMnN2OSi2 as an isolated structure from OMol25. Energies are from ωB97M-V/def2-TZVPD.

ORCA input file:
```
! RIJCOSX wB97M-V def2-TZVPD def2/J DEFGRID3
* xyz 1 5
Mn -0.11682 0.07690 -0.15524
Br -3.73097 -5.83092 2.48104
C -3.05315 -4.25802 1.67253
C -3.87412 -3.51690 0.81206
C -3.39802 -2.38083 0.20414
C -2.08506 -1.93782 0.43330
O -1.64349 -0.84964 -0.14613
C -1.26436 -2.69447 1.30938
C 0.07639 -2.31183 1.56816
N 0.68039 -1.27849 1.05266
C 2.03970 -1.01168 1.36234
C 2.89165 -1.79435 2.10833
C 4.21899 -1.39896 2.33884
C 4.69801 -0.22491 1.83048
C 3.85434 0.60619 1.06518
C 4.27358 1.84331 0.53232
C 3.38077 2.60600 -0.16980
C 2.08092 2.13574 -0.36454
N 1.64844 0.96990 0.08769
C 2.52343 0.20483 0.82395
C -1.77143 -3.85737 1.92329
H -4.88784 -3.84668 0.63106
H -4.02096 -1.79960 -0.46007
H 0.60677 -2.95962 2.25985
H 2.56474 -2.73345 2.52981
H 4.85769 -2.03972 2.93068
H 5.72049 0.08205 2.00707
H 5.29279 2.16991 0.69586
H 3.66429 3.56408 -0.58041
H 1.36334 2.73425 -0.90943
H -1.13823 -4.43472 2.58530
C -0.29084 1.43437 -5.05706
Si -0.14177 2.68377 -3.64820
C 1.65929 3.22769 -3.46520
C -1.22703 4.19864 -3.91495
As -0.96444 1.59283 -1.68502
Si -3.14165 0.90822 -2.39791
C -2.84973 -0.78629 -3.20587
C -4.05893 1.94758 -3.67824
C -4.17644 1.01627 -0.81798
H 0.22298 1.78145 -5.95616
H -1.33758 1.26135 -5.31404
H 0.14675 0.47963 -4.76141
H 2.01824 3.62297 -4.41757
H 2.30848 2.39493 -3.18619
H 1.76498 4.02051 -2.72097
H -0.96815 4.70352 -4.84779
H -1.10076 4.91147 -3.09813
H -2.28103 3.92597 -3.95981
H -2.55076 -0.63258 -4.24470
H -3.73498 -1.42686 -3.21745
H -2.04474 -1.31737 -2.70194
H -3.53410 2.02685 -4.63168
H -4.26904 2.95483 -3.31438
H -5.01990 1.46591 -3.87572
H -3.63533 0.60577 0.03282
H -5.13889 0.50621 -0.90135
H -4.37478 2.06834 -0.60438
*
```

Calculated values
Total energy ... -206250.1939 eV
Gap between HOMO and LUMO (spin up / spin down) ... 6.019 / 6.257 eV
LUMO energy (spin up / spin down) ... -4.10 / -4.18 eV


Record 4
Here is C22H28B2N3O19Pb as an isolated structure from OMol25. Energies are from ωB97M-V/def2-TZVPD.

ORCA input file:
```
! RIJCOSX wB97M-V def2-TZVPD def2/J DEFGRID3
* xyz -3 1
Pb -10.41251 -26.50254 13.67666
O -6.27489 -29.21835 13.74768
C -5.17074 -29.57999 14.11321
O -4.83575 -30.35570 15.02059
B -3.36808 -30.51373 15.13207
O -2.88920 -29.41835 14.21221
C -3.95520 -28.85287 13.66810
O -3.96190 -27.76351 13.12414
O -2.85159 -31.84864 14.71793
C -1.93754 -32.18720 15.59233
O -1.21491 -33.19332 15.50123
C -1.97014 -31.23284 16.84663
O -2.87166 -30.25560 16.52616
O -1.37943 -31.38577 17.94781
O -14.25580 -26.84324 10.21802
C -15.20263 -26.60070 9.47211
O -16.30814 -27.26814 9.39867
B -17.13133 -26.95140 8.18665
O -16.42492 -25.73124 7.71624
C -15.30594 -25.49187 8.52908
O -14.47387 -24.59385 8.37217
O -16.91162 -28.04041 7.27835
C -18.04882 -28.43257 6.81996
O -18.25593 -29.34907 6.01567
C -19.17174 -27.62061 7.59525
O -18.54177 -26.71170 8.29850
O -20.37113 -27.67116 7.33249
O -7.87697 -24.43350 14.90286
H -7.31556 -25.03367 15.43120
C -8.82345 -25.93292 8.92963
O -8.93685 -25.11381 9.99835
H -8.73722 -26.99566 9.15601
H -9.61298 -25.69328 8.21737
H -7.95062 -25.52214 8.42215
C -13.64419 -22.13868 14.23454
O -12.49487 -22.73143 13.56787
H -13.72776 -21.06429 14.07091
H -14.57730 -22.51905 13.81895
H -13.57113 -22.23535 15.31778
C -18.29231 -25.99919 15.32800
C -18.14927 -26.91641 14.09438
C -17.35357 -28.09375 14.34593
C -15.97016 -27.76981 14.77860
N -14.91043 -27.49977 15.16899
H -19.11486 -26.44733 15.88542
H -18.75244 -25.04661 15.06538
H -17.50840 -25.82559 16.06517
H -17.84517 -26.34462 13.21765
H -19.15346 -27.19509 13.77495
H -17.17871 -28.74686 13.49096
H -17.92154 -28.69214 15.05826
C -11.88063 -34.07628 14.19131
C -13.16420 -34.10311 13.28572
C -13.75040 -32.70843 13.19290
C -12.68130 -31.64867 13.09543
N -11.74291 -30.91765 12.99854
H -11.95179 -33.37935 15.02637
H -10.97806 -34.05709 13.58049
H -11.77291 -35.04250 14.68417
H -13.91246 -34.80826 13.64762
H -12.72164 -34.54113 12.39109
H -14.44772 -32.39861 13.97126
H -14.26131 -32.67997 12.23047
C -4.53515 -27.87050 20.44088
C -5.71514 -27.43295 19.51162
C -7.00455 -28.37009 19.56826
C -7.96639 -28.45068 18.47991
N -8.82037 -28.44882 17.63414
H -4.29751 -28.93273 20.38343
H -4.80902 -27.62063 21.46590
H -3.65108 -27.37097 20.04470
H -5.25283 -27.52241 18.52858
H -5.86637 -26.36697 19.68165
H -7.54547 -28.05862 20.46185
H -6.64984 -29.36632 19.83245
*
```

Calculated values
Total energy ... -73240.6869 eV
Gap between HOMO and LUMO ... 3.873 eV
LUMO energy ... 4.00 eV